1.
Formula: C28H39N3O3S
Source: the OMol25 dataset
Level of theory: wB97M-V/def2-TZVPD

Computed properties:
**HOMO level**: -0.3130 Eh
**Multiplicity**: 1
**SMILES**: CCc1c(CC(=O)O)c(Cc2ccccc2C)c(CC(=O)N(C)C)c2nsnc12.CCCCCC

Cartesian coordinates (Å):
C1 -3.7457 3.5261 -2.3325
C2 -2.6456 2.8646 -1.3919
C3 -2.6957 1.3042 -1.3384
C4 -1.5051 0.4363 -1.3270
C5 -0.0956 1.1488 -1.3758
C6 0.1419 2.1557 -0.1955
O1 0.5320 3.2742 -0.4773
O2 -0.0987 1.8584 1.1478
C7 -1.5871 -1.1006 -1.3036
C8 -0.3368 -2.0341 -1.3360
C9 -0.0579 -2.8109 -0.0027
C10 -0.9590 -2.8906 1.1602
C11 -0.6004 -3.6978 2.3559
C12 0.6819 -4.4476 2.4584
C13 1.5926 -4.3475 1.2986
C14 1.2408 -3.5494 0.0917
C15 2.3224 -3.5526 -1.0579
C16 -2.9147 -1.7334 -1.2857
C17 -3.1460 -3.2836 -1.3063
C18 -2.7339 -3.8905 -2.7252
O3 -3.2984 -3.5227 -3.7312
N1 -1.6359 -4.8704 -2.6922
C19 -2.2870 -6.2134 -2.5926
C20 -0.9051 -4.6960 -3.9867
C21 -4.1709 -0.8788 -1.2707
N2 -5.4621 -1.3548 -1.2337
S1 -6.4637 -0.0101 -1.1953
N3 -5.3128 1.1764 -1.2761
C22 -4.0456 0.6433 -1.2982
H1 -4.0481 2.8512 -3.1810
H2 -4.6731 3.6513 -1.6947
H3 -3.4628 4.5644 -2.6738
H4 -1.6433 3.2783 -1.7073
H5 -2.8708 3.2272 -0.3385
H6 0.7644 0.4288 -1.3961
H7 -0.0549 1.7284 -2.3426
H8 -0.6342 2.6195 1.4593
H9 -0.5312 -2.8029 -2.1448
H10 0.6195 -1.5207 -1.6303
H11 -1.9330 -2.3407 1.1298
H12 -1.2844 -3.7922 3.2446
H13 0.9412 -5.0730 3.3563
H14 2.5633 -4.9082 1.3301
H15 2.6102 -4.6048 -1.3579
H16 2.0359 -2.9171 -1.9336
H17 3.2638 -3.1122 -0.6034
H18 -4.2602 -3.4815 -1.2266
H19 -2.6720 -3.8367 -0.4542
H20 -1.7774 -6.9645 -3.2561
H21 -3.3689 -6.0888 -2.9181
H22 -2.3402 -6.5549 -1.5158
H23 0.1294 -5.1179 -3.8849
H24 -0.8164 -3.5942 -4.2321
H25 -1.5106 -5.1761 -4.8086
C23 5.7189 3.5695 4.1750
C24 4.9086 4.8576 4.0984
C25 3.3986 4.6266 4.1651
C26 2.8153 3.7965 3.0181
C27 3.0701 4.3531 1.6172
C28 2.4374 5.7197 1.3889
H26 5.5083 2.9085 3.3325
H27 6.7879 3.7949 4.1582
H28 5.5040 3.0293 5.1006
H29 5.1721 5.4038 3.1879
H30 5.1975 5.5013 4.9355
H31 2.8960 5.5982 4.2047
H32 3.1580 4.1264 5.1100
H33 1.7344 3.7056 3.1730
H34 3.2107 2.7771 3.0682
H35 2.6549 3.6533 0.8864
H36 4.1442 4.4062 1.4141
H37 1.3561 5.6784 1.5409
H38 2.6203 6.0534 0.3650
H39 2.8527 6.4748 2.0604

2.
Formula: C28H39NO18PS
Source: the OMol25 dataset
Level of theory: wB97M-V/def2-TZVPD

Computed properties:
**HOMO level**: -0.1855 Eh
**Multiplicity**: 1
**Charge**: -1

Cartesian coordinates (Å):
C1 3.2223 -6.8733 3.3351
C2 2.7572 -5.4687 3.0470
C3 3.7001 -4.5246 2.7449
C4 3.3046 -3.2273 2.4806
C5 1.9914 -2.8651 2.5386
C6 1.5080 -1.4463 2.2746
C7 1.0699 -1.2759 0.8133
C8 2.5418 -0.3797 2.6999
C9 1.0275 -3.8160 2.8528
O1 -0.2429 -3.3449 2.8983
C10 -1.2686 -4.3077 2.6997
C11 -2.3939 -3.6175 1.8919
N1 -3.2712 -4.6171 1.2465
P1 -2.8157 -5.0896 -0.3032
S1 -0.9268 -5.0188 -0.7751
C12 -3.2357 -2.6350 2.7651
O2 -4.4938 -2.6766 2.6942
O3 -2.6026 -1.8177 3.4576
C13 1.4331 -5.1013 3.1060
H1 2.5180 -7.6417 3.0034
H2 3.3931 -7.0197 4.4090
H3 4.1790 -7.0852 2.8505
H4 4.7592 -4.7581 2.7074
H5 4.0323 -2.4581 2.2438
H6 0.6246 -1.2978 2.9030
H7 0.6059 -0.3016 0.6996
H8 1.9301 -1.3324 0.1385
H9 0.3519 -2.0671 0.5763
H10 2.0282 0.5855 2.7018
H11 2.9099 -0.6385 3.6946
H12 3.3527 -0.3461 1.9653
H13 -1.6807 -4.5912 3.6768
H14 -0.9570 -5.1620 2.0945
H15 -1.9401 -2.9838 1.1223
H16 -3.3917 -5.4100 1.8661
H17 -3.2429 -6.4332 -0.3959
H18 -3.5629 -4.2930 -1.1953
H19 0.7111 -5.8735 3.3575
C14 -0.9913 3.4723 -0.1321
C15 -0.9431 3.7091 -1.6193
O4 0.0572 2.7747 -2.0447
C16 0.1138 1.7817 -1.1190
O5 0.7211 0.7687 -1.2568
O6 -0.6084 2.0982 -0.0151
H20 -1.9787 3.6323 0.2848
H21 -0.2699 4.0856 0.4130
H22 -1.8864 3.4698 -2.1129
H23 -0.6577 4.7275 -1.8744
C17 -4.5880 5.9205 2.7240
C18 -3.1165 5.6336 2.5393
O7 -2.9976 5.5381 1.1165
C19 -4.0276 6.2364 0.5655
O8 -4.1190 6.4911 -0.5890
O9 -4.9260 6.6010 1.5116
H24 -4.7907 6.5475 3.5888
H25 -5.1864 5.0108 2.7962
H26 -2.4810 6.4483 2.8923
H27 -2.8038 4.7081 3.0176
C20 -3.9202 -1.0738 -0.0989
C21 -2.6960 -0.2274 -0.3419
O10 -3.1178 0.6474 -1.4002
C22 -4.4707 0.7218 -1.3525
O11 -5.1198 1.4949 -1.9871
O12 -4.9812 -0.1858 -0.4934
H28 -4.0336 -1.3802 0.9408
H29 -3.9490 -1.9610 -0.7342
H30 -2.4300 0.3745 0.5270
H31 -1.8296 -0.8129 -0.6447
C23 3.7902 0.9852 -4.0599
C24 3.2723 0.0292 -3.0191
O13 3.5431 -1.2496 -3.6091
C25 4.5548 -1.0897 -4.4948
O14 5.1298 -1.9806 -5.0327
O15 4.8278 0.2277 -4.6924
H32 4.1830 1.8980 -3.6292
H33 3.0329 1.2396 -4.8048
H34 3.8140 0.1042 -2.0741
H35 2.2111 0.1608 -2.8294
C26 1.9916 4.2091 -5.0213
C27 2.1826 5.6752 -5.3308
O16 3.0500 6.1036 -4.2792
C28 3.7237 5.0146 -3.8260
O17 4.6373 5.0541 -3.0713
O18 3.2108 3.8726 -4.3534
H36 1.8598 3.6022 -5.9143
H37 1.1566 4.0266 -4.3419
H38 2.6809 5.8402 -6.2884
H39 1.2505 6.2351 -5.3158

3.
Formula: C28H40AuBN8S3
Source: the OMol25 dataset
Level of theory: wB97M-V/def2-TZVPD

Computed properties:
**HOMO level (spin up / spin down)**: -0.4823 / -0.4870 Eh
**Multiplicity**: 3
**Charge**: +2

Cartesian coordinates (Å):
Au1 0.8181 -1.1114 1.4722
C1 -2.9619 -3.1379 -1.1174
C2 -2.4281 -3.3202 -2.5676
C3 -3.6669 -3.3607 -3.5037
C4 -1.6070 -4.5555 -2.8824
N1 -1.6479 -2.0612 -2.7744
C5 -1.9466 -1.0964 -3.6916
C6 -1.0658 -0.0958 -3.5067
N2 -0.2365 -0.3996 -2.4618
B1 0.7696 0.6855 -2.0256
N3 0.0316 1.5116 -0.8823
C7 -1.0300 2.2608 -1.3905
C8 -1.4578 3.1249 -0.4560
N4 -0.7043 2.8694 0.6791
C9 0.2142 1.9479 0.3778
S1 1.4799 1.3784 1.4032
C10 -0.9472 3.5559 2.0352
C11 0.2392 4.4731 2.3956
C12 -1.1780 2.5297 3.1582
C13 -2.2157 4.3869 1.9164
N5 2.2930 0.4752 -1.6160
C14 3.2030 1.2495 -2.3451
C15 4.4209 0.9432 -1.9287
N6 4.3815 -0.0398 -0.9797
C16 3.0631 -0.3419 -0.8517
S2 2.5422 -1.7430 0.0472
C17 5.5660 -0.4631 -0.0635
C18 6.8364 0.2863 -0.5144
C19 5.2304 0.0862 1.3180
C20 5.8217 -1.9291 -0.0325
C21 -0.5468 -1.6749 -2.0740
S3 0.4028 -2.6945 -1.0390
H1 -3.8103 -3.8150 -0.8456
H2 -3.3396 -2.1551 -1.0255
H3 -2.1194 -3.2191 -0.3483
H4 -4.1680 -4.3251 -3.2416
H5 -3.3183 -3.4635 -4.5403
H6 -4.2565 -2.4619 -3.4825
H7 -2.0973 -5.4096 -2.3262
H8 -0.5784 -4.4513 -2.4861
H9 -1.5149 -4.7560 -3.9350
H10 -2.7822 -1.0905 -4.4414
H11 -0.8510 0.7608 -4.1251
H12 0.7203 1.3703 -2.9768
H13 -1.3475 2.0879 -2.4181
H14 -2.2548 3.8270 -0.3918
H15 1.0951 3.8786 2.6197
H16 -0.0752 5.0388 3.2316
H17 0.4368 5.0890 1.5115
H18 -0.5046 1.7503 3.2149
H19 -2.1618 1.9936 3.0317
H20 -1.2549 3.1170 4.0728
H21 -2.1114 5.1858 1.1895
H22 -2.4145 4.8385 2.9022
H23 -3.1773 3.7936 1.7549
H24 2.8680 2.0441 -2.9010
H25 5.3335 1.4412 -2.1295
H26 6.6962 1.3687 -0.5041
H27 7.0877 -0.0419 -1.5718
H28 7.6288 -0.0413 0.1707
H29 4.8686 1.1293 1.2526
H30 6.1000 0.0942 1.9212
H31 4.5051 -0.4860 1.9359
H32 5.9197 -2.3223 -1.0181
H33 5.0450 -2.4258 0.5128
H34 6.7963 -2.1308 0.4420
N7 -2.2942 -1.5113 4.2724
C22 -1.0067 -1.5141 3.8440
N8 -0.8684 -1.0752 2.6222
C23 -2.1435 -0.8313 2.1394
C24 -2.5643 -0.2149 0.9639
C25 -3.8759 0.2075 0.9458
C26 -4.7679 -0.0487 1.9914
C27 -4.3799 -0.6195 3.1471
C28 -3.0438 -1.0557 3.2124
H35 -2.5815 -1.9090 5.1213
H36 -0.1494 -1.8173 4.4632
H37 -1.8861 0.0499 0.1795
H38 -4.2151 0.7896 0.0668
H39 -5.7909 0.2490 1.9097
H40 -5.0683 -0.6520 3.9674

4.
Formula: C28H40Br4MnNO10PSi2
Source: the OMol25 dataset
Level of theory: wB97M-V/def2-TZVPD

Computed properties:
**Relative energy (zero: lowest compared OMol25 entry of this formula, charge and spin)**: 29.1 kJ/mol
**HOMO level (spin up / spin down)**: -0.1203 / -0.1238 Eh
**Multiplicity**: 4
**Charge**: -2

Cartesian coordinates (Å):
Mn1 -0.0953 0.0170 0.1001
Br1 5.6759 1.5439 3.3781
C1 3.8746 1.1300 2.9780
C2 2.8957 1.2171 3.9549
Br2 3.3302 1.7604 5.7146
C3 1.5655 0.8996 3.6428
Br3 0.1698 1.0013 4.9114
C4 1.2245 0.5210 2.3584
O1 -0.0019 0.2111 1.9602
C5 2.2222 0.4464 1.3633
O2 1.8004 0.0652 0.1681
C6 3.5334 0.7330 1.6795
Br4 4.7931 0.6049 0.2823
O3 -0.0125 0.2252 -6.8479
C7 -1.0289 0.0858 -6.1412
O4 -2.2231 -0.0474 -6.4599
C8 -0.7529 0.0432 -4.6131
C9 0.5456 0.1274 -4.1261
C10 0.7799 0.0791 -2.7644
N1 -0.2235 -0.0565 -1.8978
C11 -1.4877 -0.0845 -2.3442
C12 -1.7893 -0.0523 -3.6886
C13 -2.5126 -0.0823 -1.2357
O5 -3.7034 -0.1117 -1.4608
O6 -1.9742 -0.0392 -0.0476
H1 1.3564 0.2359 -4.8330
H2 1.7674 0.1629 -2.3357
H3 -2.8169 -0.0814 -4.0206
C14 -1.5457 5.9814 1.4353
C15 -0.6068 5.0343 2.1758
C16 -1.1652 4.6859 3.5487
C17 0.7798 5.6541 2.3178
O7 -0.6010 3.7869 1.4562
P1 0.4442 3.3061 0.3417
O8 1.8411 3.3076 0.8242
O9 -0.1442 2.0200 -0.2007
O10 0.2203 4.4482 -0.7818
C18 0.6056 4.3111 -2.1669
C19 -0.4868 3.5684 -2.9251
C20 1.9485 3.5983 -2.2906
C21 0.7217 5.7444 -2.6696
H4 -1.6293 6.9301 1.9718
H5 -2.5362 5.5320 1.3524
H6 -1.1655 6.1688 0.4319
H7 -1.3079 5.5911 4.1440
H8 -0.4817 4.0183 4.0734
H9 -2.1222 4.1741 3.4407
H10 0.7009 6.5486 2.9420
H11 1.1867 5.9346 1.3469
H12 1.4703 4.9486 2.7753
H13 -0.6713 2.6019 -2.4631
H14 -0.1893 3.4118 -3.9639
H15 -1.4162 4.1406 -2.9074
H16 1.8970 2.5944 -1.8699
H17 2.7212 4.1450 -1.7499
H18 2.2253 3.5166 -3.3439
H19 -0.2280 6.2643 -2.5342
H20 0.9779 5.7528 -3.7309
H21 1.4945 6.2766 -2.1131
C22 -0.2956 -2.6517 3.2641
Si1 -1.1224 -2.8027 1.5912
C23 -2.8626 -2.1280 1.7483
C24 -1.3895 -4.6648 1.3433
C25 -0.1093 -2.1237 0.1372
Si2 1.5751 -2.9229 -0.1550
C26 1.3273 -4.7567 -0.5808
C27 2.6853 -2.8502 1.3615
C28 2.5309 -2.3580 -1.6696
H22 -0.8591 -3.2496 3.9870
H23 -0.2852 -1.6171 3.6005
H24 0.7335 -3.0145 3.2590
H25 -3.4166 -2.7727 2.4382
H26 -3.3914 -2.1148 0.7939
H27 -2.8716 -1.1083 2.1278
H28 -2.2198 -4.9652 1.9883
H29 -0.5183 -5.2526 1.6321
H30 -1.6513 -4.9258 0.3165
H31 -0.6985 -2.3412 -0.7658
H32 1.1056 -5.3896 0.2754
H33 2.2546 -5.1184 -1.0341
H34 0.5307 -4.8933 -1.3157
H35 2.5390 -3.7310 1.9914
H36 2.4988 -1.9666 1.9726
H37 3.7346 -2.8202 1.0574
H38 1.9250 -2.4630 -2.5728
H39 3.3970 -3.0179 -1.7772
H40 2.8923 -1.3368 -1.5951